Below is a 15-piece molecular cluster, C17H61F3N26O16 overall in a non-equilibrium geometry, with properties calculated with the ωB97M-V functional and the def2-TZVPD basis.

Summary:
- Electronic energy: -98278.674 eV
- Molecular weight: 942.84 g mol⁻¹
- Energy relative to the best compared isomer or geometry (same formula, charge and spin): 0.0 kcal/mol
- ⟨S²⟩: 0.75
- Charge: -1
- F_max: 7.6 eV/Å
- Multiplicity: 2
- HOMO-LUMO gap (spin up / spin down): 3.3 / 8.2 eV
- Highest occupied orbital energy (spin up / spin down): -2.03 / -6.93 eV

Element x y z (Å)
1 O 4.864702 0.760338 0.848890
2 H 3.967582 0.572798 1.134570
3 H 5.331422 -0.061342 0.679760
4 H 4.842242 1.212438 0.002310
5 C 0.783862 0.104428 1.310700
6 O 0.643442 -0.680282 0.162490
7 O 2.219092 0.049298 1.453810
8 C -0.089548 1.355878 1.079660
9 F -1.350408 1.254248 1.318950
10 F 0.196272 2.361518 1.854060
11 F -0.042548 2.023788 -0.129480
12 C -0.340268 -1.680802 0.181570
13 C -0.678638 -2.048132 -1.352850
14 H -1.217608 -1.202212 -1.779490
15 H 0.224662 -2.215362 -1.939530
16 H -1.259388 -2.970202 -1.377650
17 H -1.284138 -1.420042 0.660340
18 H -0.130458 -2.624112 0.685790
19 H 0.443262 -0.416182 2.205710
20 C -4.041178 0.276268 -4.455740
21 O -5.234768 0.427978 -4.582240
22 N -3.120358 1.179188 -4.704830
23 N -3.471738 -0.756932 -3.933090
24 H -3.554308 1.996908 -5.108720
25 H -2.138238 0.952048 -4.641920
26 H -2.553098 -1.009782 -3.598040
27 H -4.115698 -1.534792 -3.914860
28 C -2.145138 0.747708 5.132390
29 O -1.246528 -0.083052 5.105890
30 N -2.796998 1.094848 4.077220
31 N -2.570068 1.317948 6.252270
32 H -2.638138 0.613768 3.203470
33 H -3.278858 1.981048 4.127760
34 H -2.165818 1.103158 7.152580
35 H -3.322708 1.991258 6.269250
36 C 3.524992 -1.518372 -1.694610
37 O 4.339262 -1.902362 -2.558380
38 N 2.612132 -0.504202 -1.754230
39 N 3.526402 -1.905812 -0.465790
40 H 2.510592 -0.113902 -2.680220
41 H 2.006912 -0.182182 -1.012530
42 H 2.951562 -1.512372 0.265550
43 H 4.215232 -2.594662 -0.199140
44 C -1.318488 6.666938 0.044680
45 O -1.544618 7.019288 -1.094570
46 N -0.935008 5.485178 0.398970
47 N -1.363408 7.596998 0.994060
48 H -1.035738 4.732828 -0.267300
49 H -0.681268 5.334188 1.364850
50 H -1.561238 8.541828 0.696970
51 H -1.286758 7.327218 1.964340
52 C -4.633928 -3.504012 -2.447210
53 O -4.403208 -3.342262 -3.586570
54 N -5.837628 -3.601192 -1.956380
55 N -3.762008 -3.321342 -1.469730
56 H -6.519008 -3.733212 -2.690130
57 H -5.699038 -3.870792 -0.992950
58 H -2.816098 -3.095722 -1.742580
59 H -4.170798 -3.215472 -0.552240
60 C 0.332502 -0.212542 -4.706000
61 O -0.497698 0.225448 -3.934030
62 N 0.220152 -1.414732 -5.224570
63 N 1.347672 0.424638 -5.240010
64 H -0.432048 -2.107472 -4.885690
65 H 1.100182 -1.850452 -5.460770
66 H 1.254222 1.411338 -5.434450
67 H 2.086092 -0.142212 -5.631810
68 C 3.777842 4.775198 -0.309810
69 O 3.413002 5.906138 -0.038760
70 N 4.998242 4.255808 -0.345700
71 N 3.012802 3.859688 -0.864290
72 H 5.492262 5.068428 -0.005580
73 H 5.221432 3.358168 -0.751340
74 H 2.017882 3.755158 -0.725370
75 H 3.438832 3.064058 -1.317690
76 C -3.718228 -4.056362 1.529670
77 O -4.873998 -3.930432 1.080550
78 N -3.071178 -3.025852 2.104470
79 N -3.082928 -5.178822 1.655150
80 H -3.669658 -2.212262 2.102730
81 H -2.217618 -3.092892 2.640230
82 H -3.715828 -5.964112 1.601710
83 H -2.175218 -5.345832 2.065340
84 C 2.657002 0.386038 5.093200
85 O 3.008252 0.627308 6.232330
86 N 2.350792 1.266688 4.194280
87 N 2.432482 -0.758982 4.576190
88 H 2.596882 2.225948 4.392720
89 H 1.842052 0.901818 3.401730
90 H 2.769032 -1.621962 4.978790
91 H 2.146302 -0.861242 3.613000
92 C 0.620102 3.809918 -3.734130
93 O 1.564402 3.617598 -4.493730
94 N 0.135502 3.020468 -2.820740
95 N -0.005388 4.937158 -3.750120
96 H 0.442212 2.061768 -2.737510
97 H -0.673098 3.241228 -2.257240
98 H 0.169142 5.544048 -4.538360
99 H -0.680138 5.025088 -3.003740
100 C 1.251182 -6.691252 1.553500
101 O 0.176542 -7.116242 1.938490
102 N 2.361192 -7.065122 2.175080
103 N 1.535612 -5.858142 0.636770
104 H 2.218482 -7.728912 2.922820
105 H 3.185292 -6.487162 2.091870
106 H 0.692472 -5.401552 0.319370
107 H 2.454672 -5.645832 0.275710
108 C 1.728102 -4.421432 -3.135940
109 O 1.048692 -3.784092 -3.929210
110 N 1.296232 -5.333942 -2.361050
111 N 3.025122 -4.246222 -3.039780
112 H 2.086412 -5.873442 -2.037550
113 H 0.352152 -5.692852 -2.358740
114 H 3.604442 -4.506132 -2.254330
115 H 3.421532 -3.551172 -3.656110
116 C -1.563248 4.755098 5.039340
117 O -2.666628 4.367108 5.128660
118 N -1.146198 5.950948 5.278110
119 N -0.661738 3.919008 4.771460
120 H -0.195428 6.256308 5.126760
121 H -1.928268 6.546548 5.509890
122 H 0.324492 4.071678 4.616080
123 H -1.084128 3.083618 4.392230

Atoms 1-3, force components in eV/Å:
0.83 0.88 2.24
-2.63 -0.38 0.69
1.23 -2.01 -0.27

Below is C17H68N2NiO23 as an isolated structure in a non-equilibrium geometry, with properties calculated with the ωB97M-V functional and the def2-TZVPD basis.

Summary:
- Electronic energy: -109833.664 eV
- Molecular weight: 727.42 g mol⁻¹
- ⟨S²⟩: 2.00
- F_max: 3.5 eV/Å
- Multiplicity: 3
- HOMO-LUMO gap (spin up / spin down): 8.3 / 8.1 eV
- Highest occupied orbital energy (spin up / spin down): -9.08 / -9.08 eV

Element x y z (Å)
1 Ni -28.759472 -18.158410 8.279615
2 N -31.005026 -19.981048 6.696271
3 O -30.634664 -20.602340 5.727705
4 O -32.156316 -20.168572 7.017037
5 O -30.208127 -19.298796 7.335766
6 N -27.389770 -20.821568 9.582052
7 O -26.268386 -21.236457 9.329839
8 O -27.857006 -19.899895 8.927502
9 O -28.017650 -21.295983 10.499868
10 C -27.314372 -25.104425 14.496370
11 O -27.488250 -23.989258 15.349860
12 H -26.288962 -25.471886 14.536608
13 H -28.010797 -25.896578 14.771285
14 H -27.570449 -24.883076 13.460258
15 H -26.871576 -23.273430 15.179821
16 C -24.416878 -22.683287 14.621690
17 O -25.667913 -22.053010 14.554314
18 H -24.187617 -23.379202 13.814699
19 H -23.605185 -21.959080 14.690793
20 H -24.332929 -23.284474 15.527033
21 H -25.682005 -21.580193 13.718948
22 C -23.845922 -18.038239 7.952793
23 O -24.811594 -17.152585 8.571693
24 H -23.761793 -18.946756 8.549127
25 H -24.103181 -18.295351 6.925263
26 H -22.866955 -17.571431 7.844111
27 H -24.368933 -16.887764 9.381342
28 C -20.457538 -22.675112 10.437740
29 O -20.755605 -22.382635 9.099299
30 H -19.420322 -22.839952 10.729496
31 H -20.713893 -21.883279 11.141564
32 H -20.950583 -23.606142 10.717337
33 H -21.546918 -21.839812 9.071420
34 C -29.730752 -22.607819 13.235434
35 O -30.126391 -21.556459 12.384139
36 H -29.962681 -22.376241 14.274992
37 H -30.068375 -23.604955 12.952866
38 H -28.641214 -22.576716 13.229221
39 H -29.428900 -21.417515 11.739313
40 C -23.341237 -21.505999 7.154513
41 O -23.530629 -21.367816 8.523536
42 H -23.327736 -20.518199 6.693891
43 H -22.423793 -21.971132 6.793886
44 H -24.097049 -22.126656 6.673223
45 H -24.450114 -21.144504 8.685606
46 C -33.645016 -21.581985 11.917616
47 O -32.761108 -21.023556 12.868696
48 H -34.675954 -21.261983 12.068835
49 H -33.306059 -21.288227 10.924180
50 H -33.683115 -22.666437 12.020609
51 H -31.882625 -21.286420 12.584529
52 C -26.908728 -19.221580 5.891633
53 O -27.420986 -18.147186 6.695793
54 H -25.959711 -19.624324 6.245558
55 H -27.652689 -20.016463 5.838825
56 H -26.736943 -18.898545 4.864872
57 H -26.978307 -17.330808 6.452517
58 C -27.240927 -16.106825 10.394406
59 O -27.307149 -16.837291 9.236356
60 H -26.556477 -16.626434 11.064953
61 H -26.910813 -15.072498 10.297971
62 H -28.211586 -16.127587 10.889875
63 H -26.397780 -16.992432 8.970688
64 C -27.132249 -24.432875 9.940694
65 O -25.750421 -23.990111 9.716078
66 H -27.720285 -24.353775 9.026328
67 H -27.126200 -25.454870 10.319637
68 H -27.459407 -23.760857 10.734079
69 H -25.878239 -23.076443 9.450616
70 C -30.779482 -18.942132 10.435008
71 O -30.033924 -17.925647 9.887825
72 H -31.812108 -18.846654 10.099366
73 H -30.461404 -19.872309 9.964151
74 H -30.707813 -19.070226 11.515080
75 H -30.323300 -17.149791 10.373521
76 C -29.536116 -15.009615 7.580945
77 O -29.711100 -16.430901 7.392593
78 H -30.427383 -14.415916 7.377811
79 H -29.178661 -14.892086 8.603935
80 H -28.735080 -14.590351 6.972129
81 H -30.111992 -16.385242 6.521505
82 C -24.002189 -20.787981 11.888912
83 O -25.428160 -20.732837 12.057137
84 H -23.712981 -19.923564 11.291226
85 H -23.500150 -20.735073 12.854970
86 H -23.708536 -21.698300 11.366231
87 H -25.759293 -20.928289 11.177507
88 C -27.841906 -18.993554 13.223397
89 O -26.555507 -18.522118 13.000677
90 H -28.366174 -18.208053 13.767674
91 H -28.334891 -19.164318 12.266370
92 H -27.652123 -19.906449 13.787935
93 H -25.991269 -19.251286 12.733182
94 C -24.035297 -25.745947 12.147999
95 O -24.348426 -26.391647 13.392302
96 H -23.721409 -26.428611 11.358339
97 H -24.927859 -25.244845 11.773405
98 H -23.294531 -24.946380 12.155246
99 H -24.935448 -27.120987 13.179978
100 C -27.862452 -23.010178 6.221882
101 O -27.811388 -24.438214 6.179963
102 H -26.971892 -22.623422 5.726489
103 H -28.756941 -22.554170 5.797564
104 H -27.926595 -22.815847 7.292498
105 H -27.483702 -24.688788 5.313112
106 C -30.708473 -22.858225 8.427778
107 O -32.057667 -22.509308 8.662473
108 H -30.123588 -21.945074 8.538128
109 H -30.336931 -23.573337 9.161716
110 H -30.467398 -23.177867 7.413973
111 H -32.216925 -21.657050 8.250291

Atoms 1-3, force components in eV/Å:
-0.28 0.08 0.05
-0.81 -2.68 -1.80
2.13 -0.35 -2.06

Below is C17H9Br2N3O4Rh as an isolated structure, with properties calculated with the ωB97M-V functional and the def2-TZVPD basis.

Summary:
- Electronic energy: -173523.670 eV
- Molecular weight: 581.99 g mol⁻¹
- Charge: +1
- F_max: 0.8 eV/Å
- HOMO-LUMO gap: 8.0 eV
- Highest occupied orbital energy: -12.90 eV

Element x y z (Å)
1 Rh 0.472664 0.996445 0.013940
2 O 4.108934 -0.620029 -0.485605
3 C 3.019038 -0.127243 -0.546220
4 O 2.294284 0.292536 0.482371
5 C 2.336878 0.102619 -1.899596
6 C 2.782536 -0.261575 -3.152660
7 C 1.977238 0.047275 -4.249255
8 C 0.761352 0.710777 -4.082571
9 C 0.377252 1.045067 -2.801096
10 N 1.172653 0.731234 -1.784906
11 C -0.902069 1.759081 -2.350152
12 O -1.689984 2.169457 -3.153305
13 O -0.997971 1.876766 -1.032339
14 H 3.726567 -0.778804 -3.255247
15 H 2.300950 -0.231398 -5.243337
16 H 0.117754 0.957382 -4.915871
17 Br -2.673536 -4.683280 0.914916
18 C -1.766803 -3.081839 0.617677
19 C -1.112536 -2.868752 -0.582008
20 C -0.455459 -1.667723 -0.755198
21 N -0.438817 -0.728520 0.190686
22 C -1.074118 -0.924033 1.367771
23 C -1.748294 -2.101764 1.602122
24 C -0.986563 0.186280 2.339179
25 C -1.559505 0.192660 3.592525
26 C -1.387295 1.314990 4.393033
27 Br -2.144838 1.367154 6.096647
28 C -0.652406 2.392841 3.922494
29 C -0.113440 2.301594 2.654025
30 N -0.280199 1.223415 1.888888
31 H -1.111034 -3.613291 -1.364139
32 H 0.071460 -1.448477 -1.672382
33 H -2.258644 -2.267363 2.538991
34 H -2.129985 -0.651096 3.950485
35 H -0.504795 3.276233 4.525936
36 H 0.468731 3.111380 2.234199

Atoms 1-3, force components in eV/Å:
0.35 0.08 -0.67
0.01 -0.04 0.00
-0.25 0.13 0.00